No. 1
ORCA calculation (ωB97M-V/def2-TZVPD) on a structure of composition C4H4FNOS at a distorted geometry.

The geometry in XYZ format:
```
12
Properties=species:S:1:pos:R:3:forces:R:3
C 2.07960 0.33638 -1.07341 -2.4142 -1.4381 -1.0657
C 0.80037 -0.29637 -1.03847 3.1533 2.1408 -2.0591
C 0.05620 -0.20027 0.09332 -3.2538 -0.6747 3.0823
C -1.48774 -0.56263 0.24756 -0.5669 0.9635 -0.1688
H 2.10346 0.52739 0.99359 -0.0840 2.2729 -3.7135
H 3.69674 0.71176 0.15049 -3.7086 2.0945 -1.6006
H 2.66254 0.31188 -1.98356 -0.1397 -0.1351 -0.3662
H -1.96808 -1.09142 -0.59691 0.4360 0.0866 0.4771
N 2.55698 1.07803 -0.08570 4.6884 -3.9182 6.1844
O 0.57500 0.15965 1.14528 0.4011 0.2245 1.6430
F 0.20309 -0.53576 -2.21293 -0.2963 -0.7722 -0.7714
S -2.46949 -0.00775 1.46352 1.7848 -0.8444 -1.6415
```
Positions in Å, forces in eV/Å.

## Properties
**Highest occupied orbital energy**: -8.885 eV
**Frontier orbital gap**: 0.277 Eh
**Strongest force on any atom**: 8.69 eV/Å
**Total energy**: -21298.9956 eV
**ΔE to the lowest compared entry with this formula, charge and spin**: 349.29 kJ/mol
**Molar mass**: 133.147 Da

=====

No. 2
ORCA calculation (ωB97M-V/def2-TZVPD) on a structure of composition C4H4HgLiO5 at a distorted geometry.

The geometry in XYZ format:
```
15
Properties=species:S:1:pos:R:3:forces:R:3
O 1.53264 1.23315 0.20742 3.6274 2.0063 0.9684
C 1.92838 0.16162 0.81510 0.7504 -1.2611 1.9604
O 3.11006 0.04817 1.16773 -0.5518 0.4412 -0.9414
O 1.05891 -0.78450 1.10673 0.3927 -0.3698 0.0137
C -0.33189 -0.52686 1.47775 -0.0541 0.3778 0.2365
C -1.24193 -0.30887 0.28387 -1.4504 -0.4676 1.1842
H -0.35047 0.35202 2.13914 0.1257 -0.2853 -0.0895
H -0.57606 -1.42202 2.06567 0.0013 0.3359 -0.2280
H -2.13854 0.22840 0.63737 0.3409 -0.0811 -0.0196
H -1.65334 -1.28062 -0.02816 0.5069 0.4358 -0.7007
O -2.37730 -0.96272 -3.16833 0.9791 1.3956 -2.1208
O -0.79251 0.59471 -2.72591 -0.4247 0.4062 -5.3369
C -1.57113 -0.11824 -3.26198 -1.5746 -2.2937 3.8733
Li 3.48400 1.69186 0.16260 0.0046 -0.3288 0.3997
Hg -0.08083 1.09389 -0.87900 -2.6735 -0.3116 0.8008
```
Positions in Å, forces in eV/Å.

## Properties
**Highest occupied orbital energy**: -12.717 eV
**Frontier orbital gap**: 0.285 Eh
**Strongest force on any atom**: 5.37 eV/Å
**Total charge**: +1
**Total energy**: -18822.1814 eV
**ΔE to the lowest compared entry with this formula, charge and spin**: 30.57 kJ/mol
**Molar mass**: 339.602 Da

=====

No. 3
ORCA calculation (ωB97M-V/def2-TZVPD) on a structure of composition C4H4HoO2 at a distorted geometry.

The geometry in XYZ format:
```
11
Properties=species:S:1:pos:R:3:forces:R:3
H 1.30623 0.00836 1.65353 1.8705 0.2210 -0.2176
O 2.65444 -0.06844 1.45445 -1.6082 0.3592 0.8440
C 2.37340 -0.19083 0.19632 -1.6727 -3.3488 0.3135
C 0.96537 -0.21367 0.13656 2.6400 1.5288 0.1724
C -0.03536 0.26304 -0.60259 -3.6648 0.0841 0.4885
C -1.39720 0.05946 -0.13341 3.3762 -1.1525 0.0191
O -2.37562 0.49360 -0.73951 -4.1740 0.7418 -1.0716
Ho -4.97299 0.29413 -0.90134 1.9600 0.2341 0.0559
H 2.89505 -0.98493 -0.35995 0.9388 1.3703 -0.6162
H 0.12172 0.95957 -1.43119 0.1908 -0.4050 0.0479
H -1.53504 -0.62029 0.72712 0.1433 0.3670 -0.0360
```
Positions in Å, forces in eV/Å.

## Properties
**Multiplicity**: 6
**Highest occupied orbital energy (alpha / beta)**: -14.041 / -16.982 eV
**Frontier orbital gap (alpha / beta)**: 0.145 / 0.256 Eh
**Strongest force on any atom**: 4.37 eV/Å
**Total charge**: +2
**Total energy**: -34080.5983 eV
**ΔE to the lowest compared entry with this formula, charge and spin**: 128.38 kJ/mol
**Molar mass**: 249.004 Da